(1)
Molecular formula: C49H43ClF11NO2SSi
Method: DFT, ωB97M-V/def2-TZVPD

CARTESIAN COORDINATES (ANGSTROEM)
C -3.054156 6.899588 -2.309165
C -2.854575 5.641973 -1.750603
C 1.240001 -6.555070 -1.534784
H -0.623782 1.390416 4.418973
C 3.198619 -6.506400 10.453589
H -0.216049 -0.121538 -10.850219
H -5.625755 4.072949 -2.910716
H 4.198431 -3.274566 5.931786
C 3.126442 -6.759391 9.088305
C -4.186844 7.146335 -3.078510
C -2.144391 6.946277 -9.265867
C 4.827822 1.087839 -4.328406
H -0.817347 0.136167 2.277261
C -2.780928 2.804750 1.535283
C 1.933777 -4.307107 -1.082911
C -3.074419 1.097930 7.515081
H 1.902134 -1.305755 -1.402690
F 5.295421 1.560955 -3.092678
S 3.676199 -0.358930 -3.918058
H 1.131080 -5.888469 1.793585
C -0.471943 -0.436977 -7.483107
C 0.836235 -2.847447 4.065855
H -3.270326 1.335638 -8.204382
C 4.896159 -4.838522 10.056543
H -3.378922 3.207387 0.727812
C -1.904815 2.974379 3.760090
H 0.527509 5.400682 -7.850563
F 5.835494 0.752558 -5.213224
H 3.303586 -1.007168 5.489166
C 4.832590 -5.098487 8.692089
H 5.580419 -4.087007 10.433962
C -0.624017 -0.016308 -9.850438
H -2.333310 1.115356 -10.499645
C 1.290681 -5.730799 0.732524
F 0.659592 -5.192565 3.919092
H -3.204831 4.433256 2.887366
O 4.396134 -1.343813 -3.046846
C -2.325433 4.564593 -9.458665
H -0.384796 7.666531 -8.263727
C 3.253789 -3.155155 5.412909
C 0.046629 -0.575957 -8.765633
Cl 0.369905 0.808159 -4.156885
H -1.982737 5.434179 -1.141516
H 2.915462 -5.273639 5.192128
C -1.122460 4.398259 -8.792061
C -5.119425 6.135449 -3.295257
N 1.532796 -0.335388 -1.370971
H 0.689544 -7.720906 0.185461
H 2.402403 1.911067 -2.398990
C -0.931330 6.791843 -8.600142
C -3.511038 -0.169151 7.889900
C -2.660815 -1.265908 7.771509
F -1.805336 3.645666 4.920819
H -4.344840 8.128585 -3.510970
C -2.682547 3.495558 2.738682
H 0.040084 -0.858363 -6.626167
C 2.751733 -1.881945 5.161808
F 3.881511 -6.302408 6.903657
C -2.110374 1.596950 1.371001
C -1.374076 -1.095220 7.272072
H -2.190232 1.055939 0.433894
C 3.946618 -6.054548 8.223009
F -3.002364 3.481763 -9.875890
H -0.700632 -1.937708 7.164537
H -0.743394 3.399302 -8.610372
C 1.684154 -5.319636 -1.993977
H -1.425002 2.250008 6.738462
H 1.150463 -0.734529 4.298958
C -4.915378 4.874400 -2.746252
F -3.590890 3.425146 -1.443149
O 3.229476 -1.038643 -5.196851
H -3.738548 1.950541 7.603137
Si 1.992722 0.555525 -2.828880
H -3.784722 5.926691 -10.229452
C -1.784486 1.270436 7.026612
H 5.465110 -4.564576 7.992726
C -2.843217 5.826206 -9.702558
H -6.003454 6.330373 -3.891832
H 1.048476 -7.357743 -2.237958
C 1.745414 -4.499671 0.274792
H 4.134384 -5.344547 12.001271
H 1.837036 -5.139391 -3.051528
H -3.001165 -2.251925 8.067220
F 3.989465 2.110674 -4.842839
C 1.343915 -4.110326 4.326214
C -1.228222 1.774466 3.606329
H -4.516148 -0.304126 8.275214
C -1.336460 1.079791 2.406162
H -0.103302 -2.746421 3.534714
H 0.972415 -1.118795 -8.919944
C 4.080915 -5.545011 10.936519
C -0.950177 0.172260 6.907841
C -0.419290 5.519383 -8.365551
C -1.661345 0.251287 -7.301916
C 1.541934 -1.726850 4.490724
C -1.814849 0.676708 -9.655048
H -2.543909 7.938266 -9.444515
C 2.543856 -4.276322 4.997782
H 2.567154 -7.058765 11.140455
F -2.165704 0.382270 -6.063231
C -3.786216 4.642498 -1.978081
H 1.914856 0.179887 -0.568798
F 2.368190 -3.110405 -1.525409
H 2.439112 -7.498088 8.693642
C -2.340084 0.806893 -8.374107
H -2.326644 7.686558 -2.144538
F 0.294662 0.340111 6.428613
H 1.953541 -3.690615 0.965654
C 1.040635 -6.758542 -0.171463

Force components x, y, z for each atom (eV/Å):
C -0.2510 -0.1405 -0.0909
C 0.1557 -0.0932 0.1272
C 0.0153 0.1743 0.3186
H -0.0322 0.0550 -0.0382
C 0.2004 0.1981 -0.1126
H -0.0449 0.0113 0.0894
H 0.0580 0.0150 0.0351
H -0.0951 -0.0383 -0.0377
C -0.1107 -0.1315 -0.1231
C -0.0326 0.0333 -0.0310
C 0.2107 -0.2425 0.0996
C 0.0111 1.5239 0.1289
H -0.0224 0.0742 0.0372
C 0.1336 -0.1180 0.2255
C -0.3697 -0.9328 0.3532
C 0.0942 -0.3084 0.0235
H -0.5258 0.7861 0.4453
F -0.3441 -0.8855 -2.7571
S 1.2437 -5.8788 -2.4554
H 0.0441 0.0591 -0.1608
C 0.0792 -0.0975 0.2082
C -0.2116 -0.0173 -0.1320
H 0.0646 -0.0023 0.0176
C -0.2252 -0.2375 -0.0051
H 0.0549 -0.0498 0.1448
C -0.0714 -0.4372 -0.7693
H -0.0967 -0.0319 -0.0374
F -2.2495 1.0910 2.2229
H -0.0661 -0.0779 -0.0218
C 0.0752 0.0817 -0.1694
H -0.0421 -0.0680 -0.0687
C 0.0300 -0.0136 -0.0126
H 0.0225 -0.0309 0.1207
C 0.0052 -0.1228 -0.2078
F -0.1354 -0.1731 0.0000
H 0.0437 -0.0332 0.0244
O -1.1602 2.9790 -0.9452
C 0.4307 0.6530 0.2696
H -0.0490 -0.0848 -0.0314
C -0.2774 0.1378 -0.1333
C -0.2596 0.1881 -0.0619
Cl 1.3497 -0.4114 0.7854
H -0.0412 -0.0393 -0.0348
H -0.0611 0.0744 -0.0571
C 0.0685 -0.2343 0.0181
C 0.2990 0.0431 0.1582
N 1.3654 0.2183 -1.6633
H 0.0348 0.0967 -0.0250
H 0.1551 -0.2268 -0.2596
C -0.0013 0.0608 0.0057
C -0.0256 -0.0448 0.0084
C -0.0107 0.3481 -0.0695
F 0.0214 0.1645 0.1240
H 0.0215 -0.0941 0.0416
C -0.0325 0.1302 0.1080
H -0.0321 0.0249 -0.0364
C 0.0243 0.0649 0.0086
F 0.0729 -0.1057 -0.0859
C 0.0314 -0.0792 -0.0605
C 0.1868 -0.1718 -0.0515
H -0.0003 0.0646 0.0759
C 0.0331 0.1555 0.8158
F -0.1568 -0.0419 -0.0854
H 0.0109 0.0624 -0.0066
H -0.0525 0.0160 -0.0416
C 0.0669 0.1261 -0.2437
H -0.0123 -0.0762 0.0196
H 0.0150 -0.1118 0.0105
C -0.1242 -0.1749 0.0029
F -0.0015 -0.1511 -0.0582
O 0.7431 2.7613 2.6868
H 0.0983 -0.0480 -0.0158
Si -2.6004 0.8561 1.4494
H 0.0373 -0.0450 0.0322
C 0.1526 0.1959 -0.0204
H -0.0403 -0.0438 0.0083
C -0.1881 -0.0243 -0.0942
H 0.0751 -0.0589 0.0472
H 0.0196 0.1057 0.0250
C 0.0600 0.2567 0.0684
H -0.0084 -0.0223 -0.1033
H 0.0232 0.0261 0.0604
H 0.0637 0.0700 -0.0475
F 2.0760 -2.0874 0.6985
C 0.4779 0.7528 0.2987
C 0.1183 -0.0263 0.1841
H 0.0945 0.0158 -0.0387
C -0.1823 0.2963 -0.0551
H 0.0175 -0.0432 0.0362
H -0.0681 0.0539 0.0718
C 0.0263 0.0319 0.0407
C -0.8724 -0.1628 0.3954
C -0.2605 0.1337 -0.1304
C 0.2928 -0.0808 -0.7517
C 0.2111 -0.2482 0.0196
C 0.2127 -0.2120 0.1087
H 0.0107 -0.1022 -0.0132
C -0.0085 -0.2677 -0.0766
H 0.0342 0.0426 -0.0926
F -0.0677 0.0134 0.1309
C -0.1194 0.7503 -0.3514
H -0.1493 -0.5147 -0.2744
F 0.1616 0.0499 -0.1419
H 0.0564 0.0340 -0.0202
C -0.1704 0.0746 0.1171
H -0.0523 -0.0913 0.0155
F 0.2193 0.0860 -0.0555
H -0.0058 -0.0171 -0.0266
C 0.0072 -0.0120 -0.0775

The SMILES is N[Si@H](Cl)S(=O)(=O)C(F)(F)F.Fc1ccccc1.Fc1ccccc1.Fc1ccccc1.Fc1ccccc1.Fc1ccccc1.Fc1ccccc1.Fc1ccccc1.Fc1ccccc1. The calculation puts the HOMO energy at -9.069 eV. Its net charge is 0. The value obtained for the energy relative to the best compared isomer or geometry (same formula, charge and spin) is 0.0 kJ/mol. The electronic energy comes out at -118223.33846 eV.

***

(2)
Molecular formula: C49H44Cl2FINOPRuSb2
Method: DFT, ωB97M-V/def2-TZVPD

CARTESIAN COORDINATES (ANGSTROEM)
C -0.426841 -3.090591 -1.247935
H 0.109588 1.487634 3.419614
H -2.441710 4.397738 1.173175
C -3.778136 -0.753744 5.708529
C 3.140416 2.161063 0.905957
H 2.257148 -1.078993 -1.631346
C 0.049983 3.383010 -2.930417
C -4.640690 -0.332396 4.747227
H -1.742117 -1.779702 -4.439918
C -1.504377 3.861250 1.092684
H 4.811768 0.232195 4.253341
C -1.477331 2.578517 0.510795
C -0.331111 -2.015937 6.121169
H 0.275744 2.896192 -6.531095
C 1.098857 -2.654592 1.919416
C 3.019708 2.336138 -2.578100
H -1.972051 -1.638936 7.427036
C -1.694051 2.250979 -7.071296
C 3.782007 0.512477 4.061524
N -0.386548 1.883719 0.377720
C 0.155759 -1.881364 4.809737
C -2.670996 1.280835 -6.899042
H 3.747872 1.592618 -2.254215
C 1.969000 2.072572 4.311439
H -4.942868 -0.120599 2.611715
H -0.579777 -3.749645 2.702826
P 0.388794 -1.022509 2.274593
H 2.850316 -1.843264 0.972659
C 0.012216 -4.192279 -1.981469
C -2.454313 -1.146937 5.387943
H 3.937214 2.371801 5.119620
C 0.778259 2.422188 0.800748
C -1.151062 -0.898189 -4.193636
H -4.095593 -0.813497 6.744222
C 0.860971 3.718139 1.363649
C 2.318334 -2.746509 1.249735
C -3.256552 1.422731 -2.869518
H 3.008441 3.159678 -1.862092
H -3.597351 1.327564 -7.459405
C -0.501987 2.155158 -6.369203
H -3.134809 -2.675541 -2.218872
H -2.376566 2.115954 0.128140
H 1.574544 3.005008 4.700907
Cl 2.307667 5.748980 2.486597
C -2.453730 0.254034 -5.993760
H -0.720578 3.280944 -3.697425
H -1.852523 3.069368 -7.764540
H -0.403900 3.712461 -1.995091
H -0.584334 -5.094386 -2.067027
Ru -0.211151 -0.249333 -0.029944
H 3.010462 -2.997295 -2.991204
C 0.881517 -5.052437 1.837252
C -0.343880 4.431557 1.512027
H -4.080748 -1.583562 -3.257388
C 3.292915 1.715018 4.546854
H 1.186655 -2.143931 4.611811
C 2.830156 -3.991330 0.913527
Sb -1.990094 -0.206890 -2.304306
H 0.317169 -2.401143 6.897974
Cl 4.562472 1.228258 0.601795
H -4.266996 -1.510388 -1.491660
C 1.921989 1.602131 0.592417
H 3.351735 -1.294993 2.996189
C -1.269506 0.162601 -5.256504
H -4.218377 1.258431 -2.385187
H -0.127401 -1.200867 -3.977581
C -0.621056 -1.402205 3.782235
H -1.387674 -3.166566 -0.753491
C -0.256126 1.109939 -5.474421
O 1.806183 0.397100 0.072063
H -5.647784 -0.021586 4.996036
H 0.309333 -5.948726 2.046843
H 1.492987 -0.006136 -4.861422
C -1.596555 -1.609507 6.409786
C 1.234526 -4.120925 -2.609500
C 2.137164 4.197268 1.718984
H -0.333833 5.431632 1.933026
C 2.960240 -0.348474 3.340353
C -1.989232 -1.102650 4.036617
H 3.284908 2.712006 -3.569005
H -3.375165 1.410406 -3.951571
C -3.559288 -1.676297 -2.304347
H 4.222965 3.839123 1.729097
C 0.374674 -3.810943 2.197049
H -2.840140 2.378682 -2.555715
H 2.511586 -6.114720 0.931384
F 1.658279 -5.174537 -3.337143
H -3.218328 -0.507232 -5.850978
C 1.152008 1.224970 3.582833
C 1.595339 -1.924966 -1.751790
C 2.041651 -3.008716 -2.504083
H 1.796866 1.703239 -5.243202
C 3.246805 3.445214 1.473049
C 1.079991 1.004690 -4.806114
H 3.783579 -4.059491 0.403107
Sb 1.052648 1.488756 -2.667909
C -2.976994 -0.774418 3.077383
C 1.642315 0.006717 3.096415
C 0.348223 -1.933385 -1.112813
C -4.236745 -0.370944 3.394445
I -2.718606 -1.174824 1.035878
H 0.781389 4.123943 -3.253378
C 2.114249 -5.143601 1.206914

Force components x, y, z for each atom (eV/Å):
C 0.3756 -0.1222 -0.1954
H 0.0341 0.0353 0.0118
H 0.0224 -0.1018 -0.0216
C 0.0285 -0.0470 0.1019
C 0.2926 0.1342 0.1278
H 0.0660 0.0698 0.0282
C 0.0663 -0.1061 -0.0230
C -0.1290 0.0337 -0.1542
H 0.0263 -0.0090 0.0334
C -0.4428 -0.0013 -0.2893
H -0.0758 0.0070 -0.0339
C -0.6600 0.5163 0.0633
C 0.1648 -0.0574 -0.0461
H -0.0572 -0.0651 0.0018
C 0.1396 0.0760 0.1559
C 0.0678 -0.1399 0.0407
H 0.0144 -0.0219 -0.0682
C 0.0133 0.0328 0.0069
C 0.0458 0.0071 0.0451
N -0.3863 -0.2692 1.0002
C -0.0182 -0.0337 0.1045
C -0.0243 -0.0136 0.0339
H -0.0280 0.0651 -0.0235
C -0.0824 -0.0269 -0.0333
H 0.0069 -0.0283 0.0799
H -0.0317 -0.0232 0.0149
P 0.2928 -0.7565 -1.0850
H -0.0100 -0.0540 -0.0488
C -0.3069 0.0248 0.0364
C 0.0436 0.0011 -0.1058
H -0.0262 -0.0313 -0.0422
C 0.5545 0.2827 -0.1710
C 0.0859 0.4561 -0.0631
H 0.0542 0.0529 -0.0642
C 0.0157 -0.1588 -0.1624
C 0.0115 -0.0580 -0.0206
C 0.2289 0.0655 0.1929
H -0.0014 -0.0550 -0.0407
H 0.0599 -0.0182 0.0270
C 0.0706 -0.0312 0.0007
H -0.0049 0.0297 -0.0292
H -0.2100 0.0077 0.1159
H 0.0389 -0.0527 -0.0467
Cl -0.0531 -0.1303 -0.0968
C 0.0416 -0.1080 0.0514
H 0.0170 0.0328 0.0634
H 0.0299 -0.0609 0.0518
H 0.0059 0.0067 -0.0150
H 0.0457 0.0644 -0.0088
Ru 0.4538 0.8346 -0.2062
H -0.0571 -0.0183 0.0157
C -0.0552 0.0241 -0.0249
C 0.1362 0.2114 0.1080
H 0.0171 0.0235 0.0191
C -0.0029 -0.0112 0.0051
H 0.0405 0.0367 0.0546
C 0.0044 0.0749 -0.0400
Sb 0.2743 -0.5284 0.0354
H -0.0062 0.0179 -0.0527
Cl 0.0699 0.0885 0.0437
H -0.0299 -0.0166 -0.1106
C 0.0774 -0.0315 -0.2109
H 0.0123 0.0187 0.0002
C -0.0986 -0.0851 0.1105
H -0.0025 0.0351 -0.0010
H -0.0300 -0.0546 -0.0145
C -0.2231 0.1521 -0.2448
H -0.0260 -0.0539 0.0799
C 0.0702 -0.0614 -0.0694
O -1.1750 -0.4846 0.2926
H 0.0640 -0.0105 -0.0186
H 0.0395 0.0522 0.0108
H -0.0240 0.0840 -0.1032
C -0.1193 0.0517 0.0793
C 0.0472 -0.0693 -0.0414
C 0.0687 0.1509 0.0755
H 0.0311 -0.1434 0.0014
C 0.0049 0.0022 0.0285
C -0.0597 0.0323 0.2955
H -0.0477 -0.0266 0.1058
H 0.0008 0.0109 0.0168
C 0.0296 0.0527 0.2157
H -0.0187 -0.1103 -0.0282
C 0.1003 -0.0823 0.0112
H -0.0147 -0.0122 -0.0358
H -0.0286 0.0905 0.0274
F 0.0251 -0.0113 0.0184
H 0.0593 0.0847 -0.0082
C 0.0725 -0.0778 0.1624
C -0.1067 -0.3058 -0.1356
C 0.0518 0.2553 -0.0308
H -0.0799 -0.1098 -0.0640
C 0.2445 -0.1813 -0.0422
C 0.0448 0.1031 0.3356
H -0.0487 0.0088 0.0156
Sb -0.2561 0.4208 -0.5733
C 0.2385 0.1433 -0.3302
C -0.2436 0.3180 -0.0050
C -0.1042 -0.3774 0.9075
C -0.2254 0.0507 0.1723
I 0.4559 0.0726 -0.3076
H -0.0502 0.0221 -0.0142
C -0.0132 -0.0809 -0.0325

The calculation puts the HOMO energy (spin up / spin down) at -9.825 / -9.867 eV. Its net charge is +1. The value obtained for the energy relative to the best compared isomer or geometry (same formula, charge and spin) is 158.0 kJ/mol. Its expectation value of S² is 0.761. The electronic energy comes out at -115867.89752 eV. The multiplicity is 2.